{"formula": "C24H17N3O2S", "method": "ωB97M-V with the def2-TZVPD basis set", "symbols": ["O", "C", "C", "S", "C", "N", "N", "C", "C", "C", "N", "C", "C", "C", "C", "C", "C", "O", "C", "C", "C", "C", "C", "C", "C", "C", "C", "C", "C", "C", "H", "H", "H", "H", "H", "H", "H", "H", "H", "H", "H", "H", "H", "H", "H", "H", "H"], "positions_angstrom": [[-1.24341, -4.15097, -2.12725], [-1.40130, -3.74711, -1.00240], [-1.06278, -4.66973, 0.16772], [-0.36922, -3.85101, 1.63798], [0.72987, -2.80430, 0.83021], [0.89013, -2.69229, -0.45039], [1.82019, -1.73895, -0.63888], [2.18859, -1.31348, 0.53164], [3.16283, -0.31765, 0.83014], [3.54720, 0.11441, 2.07798], [4.50955, 1.06390, 1.95531], [4.77767, 1.27355, 0.62708], [5.67754, 2.13470, 0.01275], [5.72601, 2.12135, -1.36523], [4.90360, 1.27660, -2.11626], [4.00843, 0.41998, -1.51376], [3.94322, 0.41648, -0.12328], [1.51625, -1.96461, 1.53146], [-1.97727, -2.42409, -0.68882], [-1.71198, -1.37415, -1.56836], [-2.20382, -0.11116, -1.31823], [-2.98956, 0.13508, -0.19213], [-3.52312, 1.47854, 0.07389], [-3.52595, 1.99986, 1.36581], [-4.03160, 3.26247, 1.61334], [-4.54963, 4.02082, 0.57679], [-4.55445, 3.51090, -0.71087], [-4.04188, 2.25198, -0.96232], [-3.26930, -0.92216, 0.67259], [-2.76888, -2.18623, 0.43310], [-1.96903, -5.16950, 0.51466], [-0.35285, -5.42064, -0.18048], [3.18910, -0.20274, 3.03849], [4.95917, 1.53784, 2.72080], [6.31358, 2.78662, 0.59296], [6.41463, 2.77676, -1.87731], [4.97783, 1.30097, -3.19307], [3.36928, -0.23804, -2.07965], [-1.09040, -1.57143, -2.42780], [-1.96412, 0.70087, -1.98859], [-3.10913, 1.41863, 2.17568], [-4.02185, 3.65716, 2.61902], [-4.94843, 5.00529, 0.77189], [-4.96112, 4.09670, -1.52230], [-4.06343, 1.85181, -1.96541], [-3.90157, -0.75314, 1.53200], [-3.01858, -2.98991, 1.10952]], "forces_ev_per_a": [[-0.11, 0.03, 0.07], [-0.14, -0.44, -0.05], [0.46, 0.00, 0.09], [-0.17, -0.31, 0.40], [0.06, -0.12, -0.72], [-0.70, -1.02, 0.82], [1.20, 1.25, 0.13], [-0.38, -0.39, -0.63], [0.31, 0.34, 0.68], [-0.36, -0.36, -0.29], [0.18, 0.20, 0.34], [-0.10, -0.12, -0.60], [0.05, 0.05, 0.01], [0.08, 0.09, 0.12], [-0.08, -0.08, -0.15], [0.07, 0.06, -0.07], [0.17, 0.18, 0.30], [0.05, 0.07, -0.02], [-0.35, 0.59, -0.19], [-0.06, -0.21, 0.13], [-0.07, 0.00, 0.03], [0.10, -0.36, 0.01], [-0.10, 0.26, 0.05], [0.02, -0.05, -0.07], [-0.05, 0.06, 0.07], [-0.03, 0.07, 0.01], [-0.01, 0.10, -0.04], [0.04, -0.07, 0.06], [-0.04, 0.19, -0.04], [0.12, -0.15, -0.28], [0.01, 0.01, 0.04], [-0.15, 0.07, -0.08], [-0.04, -0.03, 0.16], [-0.08, -0.08, -0.09], [0.08, 0.08, 0.03], [0.06, 0.06, -0.03], [-0.01, -0.01, -0.09], [-0.04, -0.05, -0.10], [0.08, -0.01, -0.08], [0.03, 0.08, -0.05], [0.04, -0.06, 0.06], [0.01, 0.03, 0.07], [-0.03, 0.08, 0.01], [-0.04, 0.04, -0.06], [0.00, -0.04, -0.09], [-0.07, 0.02, 0.06], [-0.01, -0.04, 0.05]], "e_lumo_ev": 0.30, "smiles": "O=C(CSc1nnc(-c2c[nH]c3ccccc23)o1)c1ccc(-c2ccccc2)cc1", "e_above_lowest_kcal_mol": 2.0}

=====

{"formula": "C33H27GeN4PtSe2", "method": "ωB97M-V with the def2-TZVPD basis set", "symbols": ["Pt", "Se", "Se", "C", "C", "C", "C", "C", "N", "C", "C", "C", "C", "C", "N", "H", "H", "H", "H", "H", "H", "H", "H", "N", "C", "C", "C", "C", "C", "N", "C", "H", "H", "H", "H", "C", "Ge", "C", "C", "C", "C", "C", "C", "C", "C", "C", "C", "C", "C", "C", "C", "C", "C", "H", "H", "H", "H", "H", "H", "H", "H", "H", "H", "H", "H", "H", "H", "H"], "positions_angstrom": [[1.27738, 0.28587, -0.71657], [1.92261, -2.42153, -0.37469], [3.72908, -1.10405, -1.30313], [3.89578, 0.25635, 0.03370], [5.03302, 0.43460, 0.79918], [5.01154, 1.41843, 1.82359], [3.79916, 2.19834, 1.94256], [2.77762, 2.05896, 1.03492], [2.88029, 1.09718, 0.08695], [0.64844, -2.20345, -1.80210], [0.06042, -3.25481, -2.48682], [-0.81218, -2.93057, -3.49929], [-1.01893, -1.53547, -3.78474], [-0.37349, -0.56377, -3.03937], [0.43271, -0.90967, -2.02113], [5.97499, -0.16876, 0.55437], [5.83432, 1.51183, 2.53712], [3.76409, 2.98953, 2.71732], [1.95143, 2.75743, 0.89018], [0.41917, -4.23994, -2.25938], [-1.24055, -3.74999, -4.10237], [-1.69684, -1.24448, -4.59588], [-0.33869, 0.52894, -3.30761], [0.73813, 6.97062, -2.04317], [0.88381, 5.80176, -2.19373], [1.22754, 4.40886, -2.43573], [1.70795, 4.07786, -3.76247], [2.05516, 2.78388, -4.08269], [1.94778, 1.75402, -3.12214], [1.41239, 2.05316, -1.93070], [1.13576, 3.31109, -1.56834], [1.63988, 4.88492, -4.54063], [2.47958, 2.65116, -5.09730], [2.20978, 0.73460, -3.34663], [0.98659, 3.55534, -0.53411], [-0.11950, 1.27326, 2.78440], [-0.41080, 0.20403, 1.16468], [-2.19369, 0.90785, 0.59664], [-2.36779, 1.51132, -0.63835], [-3.57545, 2.22192, -0.83561], [-4.66789, 2.17446, 0.06212], [-4.49786, 1.44792, 1.29072], [-3.33371, 0.75338, 1.46452], [-0.28510, -1.66390, 1.91839], [0.80308, -1.92554, 2.70326], [0.95392, -3.06000, 3.53396], [-0.10000, -3.95355, 3.59545], [-1.17919, -3.83960, 2.68719], [-2.21317, -4.78976, 2.66890], [-3.31190, -4.54762, 1.87125], [-3.49738, -3.40700, 1.03299], [-2.43277, -2.52958, 0.96319], [-1.32786, -2.72240, 1.81841], [-0.95189, 1.90592, 3.05248], [0.66248, 2.02869, 2.54841], [0.20384, 0.67868, 3.68648], [-1.60968, 1.57910, -1.41372], [-3.70346, 2.77909, -1.81736], [-5.56282, 2.74153, -0.15672], [-5.17962, 1.37213, 2.08848], [-3.30146, 0.11976, 2.31810], [1.73311, -1.31751, 2.69271], [1.95981, -3.25580, 3.99960], [-0.09253, -4.77690, 4.29660], [-2.05259, -5.77258, 3.15137], [-4.06938, -5.30431, 1.87623], [-4.22805, -3.33375, 0.26505], [-2.40639, -1.69751, 0.26100]], "forces_ev_per_a": [[0.18, 0.04, 0.07], [-1.22, -1.54, 0.54], [0.75, 1.07, -0.51], [1.35, 0.20, 0.05], [2.06, -0.09, 0.73], [-1.86, -0.69, -0.88], [1.69, 0.48, 0.81], [1.40, 0.18, -0.54], [-0.72, 0.67, 2.17], [0.84, -0.59, 1.07], [0.67, 0.54, -0.07], [-0.27, 0.76, -0.59], [-0.37, -0.85, -0.14], [-0.27, 0.57, -1.08], [-1.82, -0.71, -1.32], [-1.50, 0.83, 0.68], [-0.22, 0.21, -0.41], [-0.08, -0.61, -0.56], [0.33, -0.42, 0.60], [-0.29, -0.47, -0.05], [-0.01, 0.78, 0.26], [0.46, -0.11, 0.27], [-0.59, -1.34, 0.32], [0.35, -4.33, -0.53], [-0.04, 3.20, 1.00], [0.64, -1.02, -2.13], [-1.60, 1.47, 0.65], [0.96, -0.40, -0.46], [-0.68, 2.27, -1.01], [0.17, 0.31, -0.55], [0.32, 1.70, -0.41], [0.53, -0.92, 0.81], [-0.37, -0.43, 0.80], [0.00, -0.22, -0.02], [-0.74, -0.40, 0.32], [1.50, 0.37, 0.41], [0.33, -0.27, 0.66], [0.47, -1.27, -1.05], [-1.27, 1.19, 0.21], [1.14, -0.17, -2.62], [0.06, -0.33, 2.37], [0.71, 0.50, -1.82], [-0.27, 0.87, -0.11], [-2.74, -1.15, -1.07], [2.69, -0.72, 1.46], [1.05, 0.86, -0.76], [-0.31, -0.52, -0.34], [-0.49, 0.46, 0.10], [1.10, -0.46, 0.09], [-1.81, 0.63, -1.18], [1.71, -1.66, 0.65], [0.55, -0.04, 0.68], [2.17, 2.33, 0.58], [-0.62, -0.13, 0.04], [-0.24, -0.60, 0.38], [-0.32, 0.57, -1.07], [0.06, -0.04, 0.34], [0.12, -0.58, 1.45], [-0.17, -0.14, -0.01], [-1.35, 0.16, 0.37], [0.41, -0.43, 0.67], [-0.98, 0.16, -0.12], [-1.45, 0.27, -0.12], [0.06, -0.15, -0.02], [-0.48, 0.76, -0.03], [-0.44, -0.27, -0.16], [-1.09, -0.18, 0.03], [-0.14, -0.14, 0.10]], "e_lumo_ev": [-12.29, -14.89], "charge": 4, "multiplicity": 6, "e_above_lowest_kcal_mol": 65.0}

=====

{"formula": "C28H43F3NO11P", "method": "ωB97M-V with the def2-TZVPD basis set", "symbols": ["C", "C", "C", "C", "C", "C", "C", "C", "C", "C", "C", "C", "C", "C", "C", "C", "O", "C", "O", "N", "C", "C", "C", "C", "F", "C", "F", "F", "P", "O", "O", "O", "H", "H", "H", "H", "H", "H", "H", "H", "H", "H", "H", "H", "H", "H", "H", "H", "H", "H", "H", "H", "H", "H", "H", "H", "H", "H", "H", "H", "H", "H", "H", "C", "O", "C", "O", "O", "C", "H", "H", "H", "H", "H", "H", "C", "O", "C", "O", "O", "C", "H", "H", "H", "H", "H", "H"], "positions_angstrom": [[3.33888, 2.79774, -2.02426], [1.88254, 2.33420, -2.27941], [1.72782, 0.82921, -2.59530], [1.12905, -0.02001, -1.45141], [2.26320, -0.03863, -0.37414], [2.04928, -0.80384, 0.93517], [1.19512, -0.27637, 1.91365], [0.94293, -0.91493, 3.11332], [1.56041, -2.12368, 3.40159], [2.44166, -2.63979, 2.47031], [2.70947, -2.00382, 1.25522], [3.74344, -2.67952, 0.38204], [-0.18780, 0.48655, -0.80739], [-1.12614, 1.43374, -1.60564], [-1.52020, 2.67088, -0.80525], [-2.66698, 2.40955, 0.16109], [-3.71554, 1.74530, -0.52466], [-0.85272, -0.81730, -0.36070], [-1.82864, -0.91503, 0.33599], [-0.15391, -1.92043, -0.89195], [0.67158, -1.39734, -2.00590], [-0.37419, -1.27173, -3.16331], [-1.17929, -2.56851, -3.41846], [-2.56061, -2.45079, -2.84931], [-3.22010, -1.28538, -3.05229], [-3.13418, -3.38824, -2.10836], [-4.00189, -3.19986, -1.13506], [-2.83053, -4.67780, -2.23510], [1.95561, -2.53370, -2.63849], [3.33735, -2.07022, -2.48738], [1.60933, -2.77919, -4.19505], [1.64211, -3.94272, -1.91813], [4.04437, 1.97706, -2.14211], [3.43798, 3.17389, -1.00546], [3.60617, 3.60796, -2.69946], [1.26948, 2.64235, -1.43272], [1.49926, 2.90221, -3.12858], [1.15082, 0.72767, -3.51288], [2.72283, 0.44311, -2.81811], [3.19198, -0.38596, -0.81880], [2.43527, 1.00297, -0.09180], [0.69496, 0.66963, 1.76201], [0.25432, -0.47031, 3.81982], [1.36020, -2.61384, 4.34442], [2.95944, -3.56229, 2.70484], [4.25187, -1.99488, -0.28558], [3.33813, -3.52951, -0.16076], [4.51142, -3.07918, 1.04879], [0.14333, 1.08428, 0.03451], [-2.04976, 0.89162, -1.81715], [-0.70289, 1.68807, -2.57551], [-1.81981, 3.46870, -1.48924], [-0.68554, 3.06495, -0.21840], [-3.02426, 3.38132, 0.52317], [-2.34095, 1.84360, 1.03949], [-4.34098, 1.39925, 0.11632], [0.28093, -2.53429, -0.21612], [0.08077, -0.92734, -4.08761], [-1.10020, -0.50754, -2.90466], [-0.71787, -3.43777, -2.95924], [-1.21473, -2.72769, -4.49924], [2.09764, -3.54583, -4.52052], [1.57925, -4.67255, -2.54355], [-5.66823, 7.29368, -3.29869], [-4.77866, 6.25767, -3.71949], [-5.23632, 5.02282, -3.50026], [-6.29352, 4.74638, -2.99795], [-4.32300, 4.15907, -3.93326], [-4.68053, 2.78262, -3.75568], [-5.17304, 8.23081, -3.53529], [-6.61213, 7.23200, -3.83684], [-5.84786, 7.23442, -2.22692], [-5.58444, 2.54424, -4.31335], [-4.81212, 2.55243, -2.70081], [-3.85256, 2.19840, -4.14746], [0.42644, -3.14581, 8.88296], [1.51288, -2.83488, 8.00668], [2.59261, -2.35233, 8.62059], [2.70848, -2.16942, 9.80342], [3.51957, -2.10781, 7.69608], [4.74306, -1.58016, 8.21497], [-0.37152, -3.52254, 8.25012], [0.71771, -3.91155, 9.59909], [0.08789, -2.25393, 9.40639], [5.20105, -2.28355, 8.90755], [4.56974, -0.62791, 8.71226], [5.39399, -1.43265, 7.35858]], "forces_ev_per_a": [[-0.45, -0.04, 0.23], [0.36, 0.17, -0.21], [-0.23, 0.56, 0.22], [0.88, 0.47, -1.13], [-0.09, -0.63, 0.65], [-0.14, -0.03, 0.14], [0.01, 0.01, 0.11], [-0.05, -0.08, 0.03], [-0.12, 0.28, -0.18], [-0.13, 0.00, 0.26], [0.01, -0.12, -0.24], [0.38, 0.18, 0.66], [0.38, 0.35, -0.72], [-0.13, -0.59, 0.16], [-0.19, 0.08, -0.16], [-0.08, 0.37, 0.20], [-0.05, 0.05, -0.10], [0.15, 0.10, 0.59], [0.12, 0.02, 0.08], [0.21, -0.01, -0.27], [-0.98, -0.42, 0.23], [-0.02, 0.16, -0.04], [-0.37, 0.21, -0.73], [-0.02, -0.47, -0.11], [0.34, 0.20, 0.59], [-0.01, 0.11, 0.20], [-0.50, -0.08, -0.64], [0.49, 0.23, 0.53], [0.90, 0.28, 0.25], [-0.12, -0.04, 0.03], [-0.42, -0.36, 0.37], [-0.08, 0.18, -0.31], [0.09, 0.04, -0.08], [0.15, 0.02, 0.00], [0.15, -0.03, -0.02], [-0.10, -0.15, 0.02], [-0.08, -0.01, 0.01], [-0.12, -0.04, 0.06], [-0.07, -0.23, -0.06], [-0.11, -0.01, -0.21], [-0.12, 0.08, -0.12], [0.10, 0.06, -0.07], [0.02, 0.03, 0.02], [0.10, -0.13, -0.01], [0.06, -0.02, -0.09], [-0.15, -0.12, -0.24], [-0.02, 0.12, -0.21], [0.00, -0.07, -0.02], [-0.40, -0.30, 0.40], [-0.05, 0.09, -0.07], [0.16, 0.17, 0.09], [-0.06, -0.04, -0.04], [0.09, 0.00, -0.08], [0.02, -0.01, 0.08], [0.07, -0.23, -0.15], [0.02, -0.07, 0.03], [-0.20, -0.11, 0.05], [0.09, -0.14, -0.02], [0.16, 0.12, 0.11], [0.02, -0.04, -0.02], [0.02, -0.09, 0.02], [0.16, 0.20, -0.27], [-0.08, -0.17, 0.19], [-0.01, 0.15, 0.00], [0.02, 0.03, 0.00], [0.05, -0.01, -0.01], [-0.05, 0.00, 0.01], [0.05, -0.01, -0.04], [0.02, -0.25, 0.04], [0.07, -0.04, -0.03], [-0.03, -0.05, 0.05], [-0.06, -0.05, -0.01], [-0.05, 0.07, 0.05], [-0.04, 0.03, 0.00], [0.07, 0.11, -0.02], [-0.16, -0.06, -0.01], [-0.03, -0.02, -0.04], [0.00, 0.00, -0.07], [0.00, 0.01, 0.05], [0.01, 0.00, -0.03], [0.15, 0.05, -0.05], [0.05, 0.01, -0.07], [0.04, 0.06, 0.05], [0.06, -0.01, 0.06], [-0.05, 0.02, 0.06], [-0.02, -0.03, 0.07], [-0.06, -0.03, -0.05]], "e_lumo_ev": -0.07, "smiles": "CCC[C@@]1(Cc2ccccc2C)[C@@H](CCCO)C(=O)N[C@]1(CCC(F)=C(F)F)P(=O)(O)O.COC(=O)OC.COC(=O)OC"}

=====

DFT total energy across the listed records, respectively: -1637.7121, -8490.0686, -2616.1375 Ha.